<A>
{"formula": "C8H11N3O", "method": "the ωB97M-V functional and the def2-TZVPD basis", "gap_ev": 9.46, "smiles": "C[N@+]1([NH3+])C(=O)Nc2ccccc21", "e_lumo_ev": -7.8, "charge": 2, "symbols": ["C", "N", "N", "C", "O", "N", "C", "C", "C", "C", "C", "C", "H", "H", "H", "H", "H", "H", "H", "H", "H", "H", "H"], "xyz": [[-1.3391, -1.6531, 0.5887], [-0.6663, -0.3944, 0.8304], [-0.4654, -0.3700, 2.1844], [-1.8070, 0.8780, 0.5842], [-2.6312, 0.9758, 1.3818], [-1.2804, 1.5571, -0.4873], [-0.0286, 1.0062, -0.9605], [0.6854, 1.2950, -2.1095], [1.9606, 0.7432, -2.2187], [2.4022, -0.2125, -1.3045], [1.6729, -0.5910, -0.2237], [0.3947, -0.0144, -0.1166], [-1.4017, -1.7383, -0.5281], [-0.7264, -2.4055, 0.9897], [-2.2369, -1.6788, 1.1636], [-1.4026, -0.0384, 2.6468], [0.3665, 0.1992, 2.6163], [-0.2596, -1.3275, 2.4989], [-1.7738, 2.1743, -1.0922], [0.5017, 2.1797, -2.7766], [2.5808, 1.1993, -3.0253], [3.3860, -0.5251, -1.2273], [2.0682, -1.2586, 0.5855]]}

---

<B>
{"formula": "C8H11N3O", "method": "the ωB97M-V functional and the def2-TZVPD basis", "gap_ev": 8.36, "e_lumo_ev": -9.4, "charge": 2, "symbols": ["C", "C", "C", "C", "C", "C", "C", "C", "N", "N", "N", "O", "H", "H", "H", "H", "H", "H", "H", "H", "H", "H", "H"], "xyz": [[-0.6729, -1.7246, 0.1243], [-1.0879, -0.3896, 0.2679], [1.4118, -0.7329, 0.4123], [-1.4573, -2.7046, -0.3659], [3.7062, 0.2966, 0.3322], [-2.4128, 0.2367, -0.1016], [-2.0481, 1.7747, -0.0019], [-0.4326, 1.8094, 0.0264], [2.5705, -0.3465, 0.5138], [0.7113, -1.8329, 0.3948], [-0.1190, 0.4547, 0.2869], [3.9586, 1.0315, -0.7126], [-1.3697, -3.7480, -0.4501], [-2.4799, -2.4530, -0.4272], [4.5236, 0.2921, 1.1071], [-2.6284, -0.0443, -1.1110], [-3.2679, 0.1002, 0.5041], [-2.3092, 2.2985, -0.9208], [-2.4774, 2.3682, 0.8177], [-0.0956, 2.2278, -0.9100], [0.0060, 2.4164, 0.8549], [1.1797, -2.7348, 0.2474], [4.7910, 1.4043, -0.8886]]}

---

Stability check: which of them is least stable? <B>.

---

<A>
{"formula": "HNO2S", "method": "the ωB97M-V functional and the def2-TZVPD basis", "gap_ev": 8.76, "smiles": "O=NSO", "e_lumo_ev": -0.9, "charge": 0, "symbols": ["O", "N", "S", "O", "H"], "xyz": [[3.0215, -0.8463, -0.0118], [1.8799, -0.2575, -0.1191], [1.4972, 1.2212, 0.0979], [-0.0886, 0.7867, -0.0971], [-0.1092, -0.2018, 0.2703]]}

---

<B>
{"formula": "HNO2S", "method": "the ωB97M-V functional and the def2-TZVPD basis", "gap_ev": 11.21, "e_lumo_ev": -0.5, "charge": 0, "symbols": ["N", "O", "O", "S", "H"], "xyz": [[-0.9006, 0.7997, 0.1711], [1.5806, 0.8183, -0.0263], [0.5640, -1.4339, -0.0001], [0.4304, 0.0303, 0.0411], [-1.6744, -0.2144, -0.1858]]}

---

Stability check: which of them is least stable? <A>.